[1]
Formula: C26H48OP2Re
Source: the OMol25 dataset
Level of theory: ωB97M-V/def2-TZVPD

CARTESIAN COORDINATES (ANGSTROEM)
Re -0.387 0.060 0.793
C -1.819 1.612 0.864
C -2.224 0.702 -0.159
C -2.093 -0.472 1.835
C -1.798 0.902 2.094
C -2.392 -0.585 0.450
C -1.779 3.085 0.687
H -1.405 3.304 -0.306
H -1.133 3.529 1.430
H -2.788 3.493 0.786
C -1.768 1.523 3.443
H -1.572 2.594 3.356
H -0.980 1.081 4.053
H -2.732 1.366 3.955
C -2.286 -1.585 2.804
H -3.349 -1.725 3.022
H -1.760 -1.399 3.727
H -1.897 -2.501 2.366
C -3.114 -1.721 -0.165
H -4.203 -1.612 -0.039
H -2.810 -2.647 0.314
H -2.862 -1.739 -1.227
C -2.881 1.146 -1.418
H -3.876 1.608 -1.221
H -3.034 0.301 -2.102
H -2.255 1.897 -1.919
C 1.526 0.517 -2.658
C 0.503 1.378 -2.816
C -0.103 1.601 -4.169
C -0.968 0.477 -4.807
C -1.118 -0.804 -4.041
C -0.076 -1.654 -3.929
C 1.254 -1.305 -4.541
C 2.098 -0.204 -3.849
H 0.683 1.839 -4.909
H -0.583 0.295 -5.831
H -0.757 2.488 -4.098
H 2.366 0.523 -4.640
H 1.977 0.355 -1.672
H 0.132 1.964 -1.968
H 3.045 -0.678 -3.537
H 1.881 -2.211 -4.508
H -0.110 -2.588 -3.353
H 1.147 -1.030 -5.609
H -1.978 0.906 -4.906
H -2.096 -0.955 -3.565
P 1.673 1.837 1.245
C 1.373 2.671 2.865
H 2.234 3.289 3.143
H 1.211 1.915 3.637
H 0.494 3.318 2.811
C 3.441 1.404 1.426
H 4.046 2.224 1.828
H 3.834 1.090 0.459
H 3.517 0.560 2.109
C 1.882 3.339 0.220
H 2.320 3.053 -0.736
H 2.540 4.057 0.723
H 0.911 3.799 0.046
P 0.908 -2.300 0.546
C -0.247 -3.600 -0.066
H 0.270 -4.469 -0.489
H -0.907 -3.170 -0.818
H -0.855 -3.946 0.776
C 2.509 -2.541 -0.314
H 2.399 -2.622 -1.397
H 3.026 -3.436 0.052
H 3.128 -1.671 -0.094
C 1.338 -3.267 2.067
H 1.536 -4.320 1.836
H 0.507 -3.228 2.772
H 2.221 -2.855 2.552
C 0.551 -0.725 4.450
C 0.992 -0.434 3.038
O 2.174 -0.660 2.794
H 0.765 -1.776 4.718
H -0.513 -0.562 4.595
H 1.100 -0.105 5.188

Computed properties:
Total charge ... +2
Calculated total energy ... -50477.239 eV
LUMO level (spin up / spin down) ... -6.439 / -8.918 eV
Spin multiplicity ... 4
Energy above the lowest of the compared OMol25 structures with the same formula, charge and spin ... 0.000 eV
<S²> ... 3.7751

Mulliken population analysis, charges in e, atoms 1 to 8: number 1, Re, carries -1.228; number 2, C, carries 1.268; number 3, C, carries 0.432; number 4, C, carries 0.593; number 5, C, carries 1.434; number 6, C, carries 0.741; number 7, C, carries -1.581; number 8, H, carries 0.327

=====

[2]
Formula: C26H49IN4O12P3S2
Source: the OMol25 dataset
Level of theory: ωB97M-V/def2-TZVPD

CARTESIAN COORDINATES (ANGSTROEM)
C -2.211 -4.778 6.361
P -2.938 -4.249 4.631
C -4.228 -5.667 4.299
C -1.521 -4.282 3.354
C -1.828 -4.336 1.749
C -2.873 -5.415 1.111
C -4.424 -4.909 0.997
C -4.764 -3.961 -0.298
C -6.235 -3.247 0.055
O -7.340 -4.250 0.101
C -7.749 -4.530 1.486
O -7.896 -5.837 1.838
C -0.236 -4.560 1.285
I 0.633 -6.560 1.391
P -0.089 -3.864 -0.522
N -1.209 -2.449 -0.716
O -0.604 -5.056 -1.686
C 0.351 -3.345 2.240
C 1.678 -2.546 1.724
C 1.411 -1.068 1.071
C 2.523 -0.781 -0.108
O 2.337 -1.384 -1.290
N 3.766 0.096 0.120
C 3.587 1.294 -0.824
C 2.102 2.026 -0.866
C 1.821 3.297 -1.901
C 3.072 3.830 -2.846
C 4.570 3.131 -2.792
C 4.824 1.829 -1.783
N -0.439 -3.209 3.381
P -0.042 -1.917 4.533
N -0.969 -1.837 5.855
O 1.605 -2.148 5.099
O -0.271 -0.357 3.713
H -1.044 -4.684 6.228
H -2.561 -5.852 6.665
H -2.602 -3.943 7.115
H -5.258 -5.238 3.883
H -4.511 -6.156 5.348
H -3.797 -6.529 3.630
H -0.939 -5.273 3.682
H -2.289 -3.256 1.549
H -2.524 -5.660 -0.003
H -2.770 -6.417 1.710
H -4.777 -4.284 1.951
H -5.096 -5.888 0.868
H -4.962 -4.592 -1.273
H -3.949 -3.122 -0.467
H -6.181 -2.806 1.162
H -6.490 -2.357 -0.661
H -7.956 -3.745 2.329
H -1.988 -2.673 -1.372
H -0.658 -1.627 -1.110
H -1.003 -4.512 -2.436
H 2.432 -2.394 2.636
H 2.315 -3.152 0.916
H 1.637 -0.278 1.938
H 0.300 -0.867 0.750
H 3.787 0.451 1.115
H 1.199 1.678 -0.181
H 0.742 3.782 -1.892
H 2.832 4.749 -3.548
H 5.401 3.577 -3.510
H 5.902 1.341 -1.808
H -1.450 -0.903 5.836
H 2.016 -1.235 5.008
H -1.256 -0.307 3.451
O 6.168 4.681 -5.531
S 6.580 4.546 -6.911
O 7.238 5.619 -7.627
O 5.308 4.034 -7.797
C 4.109 4.798 -7.769
C 4.241 6.068 -8.588
C 7.571 3.082 -7.070
H 3.814 5.019 -6.738
H 3.320 4.174 -8.204
H 4.970 6.751 -8.143
H 3.284 6.594 -8.648
H 4.587 5.841 -9.601
H 7.070 2.256 -6.567
H 8.536 3.282 -6.597
H 7.717 2.867 -8.131
O 0.715 5.410 0.673
S -0.323 5.311 1.675
O -1.447 4.409 1.533
O -0.894 6.806 1.998
C -1.395 7.589 0.923
C -2.760 7.103 0.471
C 0.433 5.011 3.253
H -0.684 7.604 0.090
H -1.486 8.617 1.288
H -2.698 6.104 0.031
H -3.182 7.775 -0.282
H -3.448 7.040 1.320
H 1.259 5.708 3.390
H 0.803 3.983 3.253
H -0.319 5.133 4.035

Computed properties:
Total charge ... +1
Calculated total energy ... -115899.412 eV
LUMO level ... -5.202 eV

Mulliken population analysis, charges in e, atoms 1 to 8: number 1, C, carries -0.898; number 2, P, carries 0.229; number 3, C, carries -0.835; number 4, C, carries -0.654; number 5, C, carries 0.119; number 6, C, carries -0.613; number 7, C, carries -0.444; number 8, C, carries -0.139

=====

[3]
Formula: C26H49IrN4O3PTe
Source: the OMol25 dataset
Level of theory: ωB97M-V/def2-TZVPD

CARTESIAN COORDINATES (ANGSTROEM)
Ir 0.041 2.128 0.051
C -1.650 2.908 3.363
C -0.227 2.655 2.971
C 0.536 1.680 3.602
C 1.905 1.590 3.381
C 2.551 2.480 2.524
C 1.817 3.438 1.855
C 0.416 3.507 2.029
H -2.311 2.935 2.495
H -1.720 3.884 3.846
H -2.011 2.158 4.061
H 0.070 1.018 4.320
H 2.487 0.851 3.915
H 3.628 2.448 2.423
H 2.315 4.182 1.251
H -0.109 4.395 1.692
C -1.151 1.764 -4.781
N -1.658 0.766 -3.844
C -2.810 -0.034 -4.245
C -1.183 0.710 -2.617
O -0.290 1.463 -2.174
H -1.153 1.355 -5.788
H -0.137 2.034 -4.501
H -1.776 2.660 -4.767
H -2.873 -0.049 -5.329
H -3.737 0.389 -3.853
H -2.722 -1.059 -3.889
H -1.620 -0.077 -1.989
C 2.811 0.835 -2.084
C 3.096 1.888 -1.028
O 2.078 2.902 -0.915
C 1.986 3.791 -2.045
C 1.432 5.122 -1.580
H 3.569 0.055 -2.029
H 2.848 1.268 -3.084
H 1.829 0.398 -1.916
H 4.044 2.387 -1.248
H 3.163 1.436 -0.036
H 1.338 3.346 -2.803
H 2.985 3.921 -2.465
H 0.468 4.975 -1.089
H 1.291 5.786 -2.430
H 2.115 5.604 -0.880
O 0.186 -0.122 0.125
P -0.272 -1.507 0.483
N -0.702 -2.399 -0.827
C -2.022 -2.978 -1.111
C -1.712 -4.058 -2.143
C -0.561 -3.443 -2.945
C 0.277 -2.759 -1.865
N 0.942 -2.287 1.262
C 2.145 -1.581 1.735
C 2.981 -2.688 2.378
C 2.588 -3.921 1.559
C 1.080 -3.736 1.432
N -1.624 -1.461 1.435
C -1.909 -2.419 2.509
C -3.256 -1.949 3.051
C -3.160 -0.427 2.907
C -2.441 -0.251 1.571
H -2.695 -2.222 -1.536
H -2.490 -3.365 -0.207
H -2.575 -4.312 -2.755
H -1.369 -4.964 -1.641
H -0.945 -2.713 -3.662
H 0.015 -4.186 -3.490
H 0.807 -1.873 -2.223
H 1.025 -3.453 -1.466
H 1.876 -0.778 2.424
H 2.675 -1.132 0.889
H 2.692 -2.828 3.421
H 4.046 -2.472 2.334
H 2.861 -4.860 2.033
H 3.053 -3.871 0.572
H 0.581 -4.056 2.353
H 0.632 -4.282 0.600
H -1.144 -2.370 3.292
H -1.935 -3.440 2.121
H -3.414 -2.268 4.078
H -4.069 -2.334 2.434
H -2.561 -0.021 3.725
H -4.132 0.061 2.903
H -1.814 0.648 1.529
H -3.161 -0.188 0.745
Te -2.181 3.370 -0.401

Computed properties:
Total charge ... +2
Calculated total energy ... -59266.775 eV
LUMO level (spin up / spin down) ... -8.261 / -8.055 eV
Spin multiplicity ... 2
<S²> ... 0.7776

Mulliken population analysis, charges in e, atoms 1 to 8: number 1, Ir, carries 2.710; number 2, C, carries -1.357; number 3, C, carries 0.778; number 4, C, carries -0.260; number 5, C, carries -0.429; number 6, C, carries -0.494; number 7, C, carries -0.426; number 8, C, carries -1.066

=====

[4]
Formula: C26H50Br2F3N3O4P
Source: the OMol25 dataset
Level of theory: ωB97M-V/def2-TZVPD

CARTESIAN COORDINATES (ANGSTROEM)
O 11.624 -1.914 1.116
P 11.905 -3.102 0.045
O 12.631 -2.305 -1.189
C 10.194 -3.204 -0.698
C 10.037 -4.219 -1.832
N 8.523 -4.252 -1.993
C 7.975 -4.160 -0.596
C 6.486 -3.813 -0.431
C 5.761 -3.170 -1.609
C 5.812 -1.668 -1.760
F 5.279 -1.354 -2.983
Br 7.640 -0.999 -1.779
C 5.010 -0.881 -0.695
F 5.206 0.451 -0.872
F 5.436 -1.218 0.544
Br 3.126 -1.230 -0.872
C 9.036 -3.427 0.247
H 11.353 -1.104 0.678
H 12.003 -1.885 -1.777
H 10.043 -2.238 -1.194
H 10.447 -3.758 -2.719
H 10.436 -5.201 -1.632
H 8.277 -3.476 -2.604
H 8.212 -5.139 -2.372
H 8.055 -5.187 -0.246
H 6.403 -3.231 0.476
H 5.963 -4.742 -0.243
H 6.110 -3.562 -2.560
H 4.710 -3.435 -1.562
H 8.627 -2.503 0.637
H 9.273 -4.028 1.116
C -2.544 -0.102 3.561
C -1.334 -0.827 2.914
C -0.091 0.065 2.897
C -0.146 1.190 1.866
C -0.447 0.624 0.480
C -1.713 -0.226 0.448
N -1.646 -1.269 1.520
O -0.896 -2.254 1.162
C -2.946 0.684 0.586
C -1.845 -0.918 -0.900
C -1.040 -2.045 3.779
H -2.261 0.861 3.987
H -3.362 0.066 2.869
H -2.968 -0.703 4.364
H 0.784 -0.558 2.680
H 0.060 0.473 3.898
H -0.895 1.935 2.149
H 0.812 1.713 1.849
H -0.544 1.434 -0.245
H 0.397 0.005 0.159
H -3.856 0.097 0.709
H -3.069 1.279 -0.318
H -2.878 1.392 1.409
H -0.965 -1.508 -1.150
H -1.978 -0.166 -1.676
H -2.712 -1.579 -0.915
H -1.875 -2.745 3.763
H -0.893 -1.712 4.806
H -0.142 -2.572 3.465
C -6.480 5.265 -0.074
C -6.181 4.056 -1.001
C -6.980 4.140 -2.303
C -8.466 3.833 -2.139
C -8.655 2.476 -1.463
C -7.913 2.372 -0.132
N -6.476 2.759 -0.314
O -5.799 1.792 -0.831
C -8.624 3.247 0.917
C -7.968 0.945 0.392
C -4.699 4.120 -1.340
H -7.111 6.006 -0.564
H -6.956 4.983 0.858
H -5.556 5.764 0.217
H -6.558 3.431 -3.022
H -6.842 5.135 -2.731
H -8.960 4.624 -1.568
H -8.943 3.821 -3.120
H -9.715 2.284 -1.288
H -8.301 1.691 -2.138
H -8.039 3.307 1.835
H -9.585 2.798 1.165
H -8.835 4.257 0.574
H -7.587 0.226 -0.330
H -9.003 0.683 0.609
H -7.391 0.845 1.312
H -4.088 3.993 -0.445
H -4.483 5.100 -1.765
H -4.406 3.367 -2.069

Computed properties:
Total charge ... +1
Calculated total energy ... -197951.015 eV
LUMO level (spin up / spin down) ... -3.161 / -3.161 eV
Spin multiplicity ... 3
<S²> ... 2.0082

Mulliken population analysis, charges in e, atoms 1 to 8: number 1, O, carries -0.443; number 2, P, carries 0.180; number 3, O, carries -0.454; number 4, C, carries 0.283; number 5, C, carries -0.898; number 6, N, carries -0.030; number 7, C, carries -0.310; number 8, C, carries -0.792

=====

[5]
Formula: C26H51BaClNO2P2SbSi3
Source: the OMol25 dataset
Level of theory: ωB97M-V/def2-TZVPD

CARTESIAN COORDINATES (ANGSTROEM)
Ba -0.300 1.868 -0.583
O -2.658 2.335 0.601
C -3.068 2.176 -0.570
O -2.505 2.639 -1.594
C -4.181 1.172 -0.778
C -5.555 1.422 -0.574
C -6.436 0.402 -0.763
C -5.964 -0.875 -1.141
C -6.816 -1.986 -1.351
C -6.294 -3.196 -1.707
C -4.898 -3.349 -1.868
C -4.056 -2.294 -1.671
C -4.570 -1.029 -1.306
N -3.702 0.000 -1.124
H -5.889 2.406 -0.275
H -7.500 0.553 -0.625
H -7.885 -1.863 -1.225
H -6.945 -4.045 -1.868
H -4.495 -4.314 -2.152
H -2.987 -2.387 -1.786
C 1.635 1.780 3.681
P 0.515 2.746 2.591
C -0.724 3.286 3.836
C 1.519 4.287 2.409
C 0.729 5.481 1.860
P -0.109 5.149 0.226
C -1.831 5.669 0.598
C 0.473 6.596 -0.743
H 1.883 2.340 4.584
H 2.552 1.537 3.142
H 1.150 0.845 3.962
H -0.240 3.778 4.682
H -1.280 2.417 4.190
H -1.443 3.964 3.377
H 2.336 4.039 1.726
H 1.955 4.538 3.382
H 1.403 6.329 1.729
H -0.034 5.793 2.577
H -1.864 6.646 1.086
H -2.299 4.911 1.226
H -2.394 5.704 -0.335
H 0.284 7.528 -0.207
H -0.037 6.625 -1.706
H 1.543 6.495 -0.930
Cl 1.979 1.764 -2.739
C 2.447 2.468 -1.051
H 2.742 3.494 -1.296
H 3.376 1.940 -0.830
C 3.976 -0.101 1.400
Si 3.755 -1.345 0.021
C 4.654 -0.785 -1.521
C 4.390 -3.009 0.611
Sb 1.274 -1.456 -0.573
Si 0.482 -3.174 1.144
C 0.994 -2.511 2.824
C 1.147 -4.913 0.924
C -1.388 -3.230 1.009
Si 1.465 -2.946 -2.642
C -0.197 -3.794 -2.828
C 2.811 -4.243 -2.499
C 1.821 -1.832 -4.098
H 5.033 0.136 1.544
H 3.581 -0.494 2.339
H 3.445 0.821 1.155
H 5.706 -0.568 -1.327
H 4.187 0.114 -1.926
H 4.607 -1.550 -2.299
H 5.475 -3.000 0.739
H 4.138 -3.795 -0.099
H 3.940 -3.266 1.573
H 2.078 -2.394 2.886
H 0.685 -3.196 3.618
H 0.541 -1.537 3.018
H 2.218 -4.960 1.124
H 0.979 -5.260 -0.096
H 0.635 -5.603 1.599
H -1.807 -2.223 1.062
H -1.836 -3.832 1.803
H -1.691 -3.656 0.051
H -0.430 -4.403 -1.952
H -0.233 -4.439 -3.709
H -0.975 -3.037 -2.933
H 2.688 -4.864 -1.613
H 3.793 -3.772 -2.442
H 2.801 -4.895 -3.376
H 1.018 -1.106 -4.238
H 1.940 -2.400 -5.023
H 2.736 -1.264 -3.921

Computed properties:
Calculated total energy ... -95344.401 eV
LUMO level ... 0.411 eV
Energy above the lowest of the compared OMol25 structures with the same formula, charge and spin ... 0.052 eV

Mulliken population analysis, charges in e, atoms 1 to 8: number 1, Ba, carries 1.602; number 2, O, carries -0.504; number 3, C, carries 0.154; number 4, O, carries -0.749; number 5, C, carries 0.492; number 6, C, carries -0.470; number 7, C, carries -0.712; number 8, C, carries 1.275